Entry 1:
6
Properties=species:S:1:pos:R:3:nbo_charge:R:1 method="wB97M-V/def2-TZVPD" de_lowest_ev=0.105 gap_ev=7.94 multiplicity=1 charge=+1
Cl -2.402 1.000 0.345 -0.198
Cl 3.106 -0.293 -0.003 -0.173
Cl -1.470 -1.870 0.257 -0.155
P -1.257 -0.231 -0.740 1.127
P 1.648 1.090 0.253 1.505
O 0.375 0.303 -0.112 -1.105


Entry 2:
26
Properties=species:S:1:pos:R:3:nbo_charge:R:1 method="wB97M-V/def2-TZVPD" de_lowest_ev=3.069 smiles=CCCN[C@@H](C)CO.O gap_ev=9.50 multiplicity=1 charge=0
O -0.467 -1.866 2.857 -0.916
O 2.501 1.702 1.109 -0.754
N -0.122 0.355 -0.299 -0.690
C -1.937 -2.106 -0.345 -0.630
C -0.319 -2.149 -0.402 -0.440
C 1.141 2.086 0.912 -0.063
C 0.391 -0.915 -1.014 -0.221
C 0.795 1.483 -0.559 -0.044
C -0.014 2.550 -1.339 -0.619
H 0.218 -0.816 -2.119 0.173
H 0.438 1.566 1.533 0.174
H 0.630 3.350 -1.310 0.205
H 1.708 1.277 -1.149 0.205
H -0.001 -3.063 -1.009 0.203
H -0.225 -1.171 2.299 0.468
H -1.125 -1.538 3.300 0.450
H -1.071 0.342 -0.505 0.368
H -0.846 2.724 -0.630 0.199
H 1.568 -0.932 -0.884 0.198
H -0.155 2.092 -2.282 0.209
H -2.240 -1.167 -0.881 0.191
H -2.305 -2.321 0.717 0.231
H 1.097 3.173 1.064 0.176
H -0.017 -2.522 0.623 0.231
H 2.707 0.735 1.338 0.480
H -2.349 -2.870 -1.027 0.213


Entry 3:
43
Properties=species:S:1:pos:R:3:nbo_charge:R:1 method="wB97M-V/def2-TZVPD" gap_ev="6.07 / 6.07" multiplicity=1 charge=+2
W 1.854 1.999 1.092 1.623
O 1.204 5.825 -0.278 -0.452
O 5.507 3.062 -0.107 -0.329
O 3.589 1.998 0.762 -0.616
O 0.335 -4.000 -0.550 -0.566
N -1.708 -3.006 -0.715 -0.407
N 0.974 0.118 1.035 -0.547
N 2.081 3.834 0.461 -0.644
N -0.196 2.889 1.220 -0.852
C -3.197 -1.080 -1.231 -0.621
C -2.155 -4.033 -1.679 -0.221
C -0.262 4.345 0.896 -0.337
C 4.391 3.196 0.121 0.830
C 1.612 -0.314 2.138 0.006
C 1.039 4.785 0.272 0.670
C 0.823 -2.500 1.786 -0.029
C -1.633 -3.784 -3.084 -0.621
C 1.560 -1.619 2.567 -0.189
C 0.129 -2.056 0.655 -0.079
C 0.226 -0.730 0.297 0.078
C -2.712 -2.082 -0.195 -0.209
C -0.453 -3.118 -0.266 0.640
C 3.374 4.291 -0.040 -0.360
H -2.381 -0.460 -1.613 0.185
H -1.085 4.562 0.219 0.272
H -1.973 -2.825 -3.476 0.204
H 3.735 5.167 0.505 0.295
H -3.960 -0.434 -0.798 0.232
H 3.332 4.571 -1.095 0.292
H -2.310 -1.575 0.683 0.186
H -0.544 -3.808 -3.097 0.226
H -0.239 -0.328 -0.594 0.243
H -0.559 2.728 2.162 0.442
H 2.195 0.444 2.707 0.235
H -1.817 -5.003 -1.316 0.236
H 2.098 -1.944 3.446 0.279
H -3.245 -4.028 -1.659 0.211
H -3.554 -2.676 0.164 0.226
H -0.412 4.920 1.809 0.273
H -3.644 -1.586 -2.086 0.238
H -1.992 -4.567 -3.750 0.243
H -0.827 2.377 0.602 0.434
H 0.801 -3.556 2.027 0.282


Entry 4:
18
Properties=species:S:1:pos:R:3:nbo_charge:R:1 method="wB97M-V/def2-TZVPD" de_lowest_ev=3.113 gap_ev=9.52 multiplicity=1 charge=0
N -0.850 -0.684 0.163 -0.444
C 0.169 -0.696 -0.874 -0.051
C 1.172 -1.258 0.174 -0.398
C -2.172 -0.002 -0.100 -0.420
C 0.204 -0.343 1.060 -0.020
C 0.683 1.095 0.614 -0.438
C 0.822 0.760 -0.853 -0.441
H -2.709 -0.530 -0.877 0.216
H 1.570 1.251 1.144 0.203
H 0.116 -0.472 2.135 0.199
H 1.847 0.723 -1.321 0.209
H 0.110 1.900 0.825 0.197
H 0.243 1.540 -1.320 0.204
H 2.265 -1.013 -0.230 0.198
H 0.070 -1.160 -1.776 0.195
H -2.595 0.116 1.015 0.204
H -2.099 1.062 -0.306 0.172
H 1.153 -2.286 0.527 0.217


Please write out number 2 again, unchanged.
26
Properties=species:S:1:pos:R:3:nbo_charge:R:1 method="wB97M-V/def2-TZVPD" de_lowest_ev=3.069 smiles=CCCN[C@@H](C)CO.O gap_ev=9.50 multiplicity=1 charge=0
O -0.467 -1.866 2.857 -0.916
O 2.501 1.702 1.109 -0.754
N -0.122 0.355 -0.299 -0.690
C -1.937 -2.106 -0.345 -0.630
C -0.319 -2.149 -0.402 -0.440
C 1.141 2.086 0.912 -0.063
C 0.391 -0.915 -1.014 -0.221
C 0.795 1.483 -0.559 -0.044
C -0.014 2.550 -1.339 -0.619
H 0.218 -0.816 -2.119 0.173
H 0.438 1.566 1.533 0.174
H 0.630 3.350 -1.310 0.205
H 1.708 1.277 -1.149 0.205
H -0.001 -3.063 -1.009 0.203
H -0.225 -1.171 2.299 0.468
H -1.125 -1.538 3.300 0.450
H -1.071 0.342 -0.505 0.368
H -0.846 2.724 -0.630 0.199
H 1.568 -0.932 -0.884 0.198
H -0.155 2.092 -2.282 0.209
H -2.240 -1.167 -0.881 0.191
H -2.305 -2.321 0.717 0.231
H 1.097 3.173 1.064 0.176
H -0.017 -2.522 0.623 0.231
H 2.707 0.735 1.338 0.480
H -2.349 -2.870 -1.027 0.213